Density functional theory data (the ωB97M-V functional and the def2-TZVPD basis) for a structure of composition C9H16N2PReS.

Calculated values
Highest occupied orbital energy (alpha / beta)   -9.40 / -11.33 eV
LUMO energy (alpha / beta)   -3.45 / -3.74 eV
Multiplicity   4
Frontier orbital gap (alpha / beta)   5.9517 / 7.5961 eV
<S²>   3.7848
Charge   +1
ΔE to the lowest compared entry with this formula, charge and spin   7.09 kcal per mole

Positions of all 30 atoms, in Å:
C: 2.57 1.72 -1.61
C: 3.74 0.87 -1.60
C: 4.65 1.02 -0.49
C: 4.11 1.42 0.73
C: 2.74 1.71 0.82
Re: 2.05 0.34 -0.42
P: 0.83 -0.92 -2.04
H: 2.25 2.32 -2.46
H: 4.05 0.32 -2.49
H: 5.69 0.71 -0.59
H: 2.30 2.18 1.71
H: 4.69 1.42 1.65
H: 0.34 -2.20 -1.62
H: 1.41 -1.33 -3.27
H: -0.35 -0.32 -2.57
S: 0.14 0.77 0.78
C: -1.32 -0.15 0.61
N: -1.48 -1.37 1.15
C: -2.78 -1.83 1.66
C: -3.92 -1.18 0.90
C: -3.71 0.30 0.63
N: -2.37 0.50 0.07
H: -0.64 -1.80 1.52
H: -2.85 -1.58 2.73
H: -2.83 -2.91 1.53
H: -4.83 -1.30 1.50
H: -4.09 -1.71 -0.04
H: -3.80 0.89 1.56
H: -4.45 0.65 -0.10
H: -2.15 1.44 -0.24


Density functional theory data (the ωB97M-V functional and the def2-TZVPD basis) for the ion C6H6NO6S with charge -1.

Calculated values
Highest occupied orbital energy   -5.41 eV
LUMO energy   3.10 eV
Multiplicity   1
Frontier orbital gap   8.5045 eV
SMILES   O=[N+]([O-])[C@]1(S(=O)(=O)[O-])C=CC=C[C@@H]1O
Charge   -1
ΔE to the lowest compared entry with this formula, charge and spin   83.47 kcal per mole

Positions of all 20 atoms, in Å:
O: -2.15 1.30 1.58
N: -1.54 1.31 0.56
O: -1.67 2.23 -0.30
C: -0.57 0.45 0.18
S: -1.50 -1.19 -0.27
O: -2.03 -0.76 -1.58
O: -0.54 -2.25 -0.45
O: -2.45 -1.31 0.83
C: 0.28 -0.39 1.57
C: 1.46 -0.96 1.29
C: 1.98 -0.87 -0.06
C: 1.43 -0.20 -1.12
C: 0.27 0.77 -1.07
O: 0.85 2.09 -0.96
H: -0.32 -0.36 2.54
H: 2.00 -1.64 1.87
H: 2.95 -1.22 -0.23
H: 1.85 -0.24 -2.05
H: -0.43 0.59 -1.82
H: 0.15 2.65 -0.52


Number 1: electronic energy -34815.1238 eV. Number 2: electronic energy -30925.5949 eV.